# 1
Density functional theory data (ωB97M-V/def2-TZVPD) for C29H25F18MgN3O2Sb2Se as an isolated structure.

Geometry (Å):
Mg -0.53 0.78 0.27
C 4.70 -3.25 2.94
C 3.85 -2.28 2.16
C 4.25 -1.82 0.91
C 3.45 -0.95 0.21
C 2.20 -0.50 0.72
N 1.46 0.37 0.01
C 2.00 1.18 -0.98
C 3.13 1.94 -0.69
C 3.57 2.93 -1.56
C 2.90 3.16 -2.75
C 3.31 4.26 -3.68
C 1.79 2.37 -3.05
C 1.30 1.39 -2.20
C 0.08 0.52 -2.57
O -0.77 0.25 -1.55
C 0.65 -0.81 -3.17
F 1.25 -0.63 -4.37
F -0.30 -1.73 -3.34
F 1.59 -1.34 -2.37
C -0.83 1.20 -3.65
F -0.28 1.41 -4.87
F -1.24 2.39 -3.20
F -1.92 0.45 -3.87
C 1.75 -1.04 1.97
C 2.61 -1.88 2.66
C 0.37 -0.68 2.59
O -0.63 -0.41 1.73
C 0.62 0.56 3.50
F -0.47 0.90 4.20
F 1.62 0.40 4.39
F 0.95 1.61 2.73
C -0.16 -1.86 3.48
F -1.45 -1.68 3.77
F -0.05 -3.04 2.85
F 0.47 -1.99 4.68
H 5.76 -3.09 2.75
H 4.52 -3.14 4.01
H 4.46 -4.28 2.67
H 5.19 -2.16 0.48
H 3.74 -0.62 -0.77
H 3.61 1.81 0.27
H 4.42 3.54 -1.28
H 4.27 4.69 -3.39
H 3.39 3.90 -4.71
H 2.57 5.06 -3.67
H 1.30 2.56 -3.99
H 2.32 -2.26 3.62
F -0.22 2.74 0.31
Sb -0.67 4.61 0.64
F 0.70 5.07 -0.57
F -1.90 4.49 -0.78
F -1.12 6.40 0.97
F -2.01 3.97 1.82
F 0.58 4.59 2.05
C -4.73 0.00 -0.84
Sb -3.58 1.47 0.26
C -5.08 2.99 0.41
C -3.98 0.64 2.20
H -5.70 0.41 -1.12
H -4.88 -0.86 -0.19
H -4.19 -0.31 -1.73
H -6.05 2.52 0.55
H -5.09 3.62 -0.47
H -4.83 3.60 1.28
H -5.04 0.41 2.31
H -3.69 1.37 2.95
H -3.38 -0.25 2.35
Se 1.57 -4.19 -0.14
N 0.33 -2.93 -0.20
C -0.82 -3.54 -0.35
C -2.07 -2.86 -0.48
C -3.20 -3.60 -0.63
C -3.16 -5.04 -0.65
C -1.99 -5.72 -0.55
C -0.78 -4.99 -0.40
N 0.42 -5.54 -0.30
H -2.08 -1.78 -0.49
H -4.15 -3.11 -0.75
H -4.09 -5.58 -0.77
H -1.95 -6.81 -0.57

- spin multiplicity = 2
- net charge = -1
- ⟨S²⟩ = 0.79
- ΔE to the lowest compared entry with this formula, charge and spin (kJ/mol) = 120.5
- E_LUMO (alpha / beta) (eV) = 1.5137 / 0.1998
- HOMO-LUMO gap (alpha / beta) (eV) = 7.3 / 6.4
- electronic energy (eV) = -171836.298
- HOMO (alpha / beta) (Eh) = -0.2140 / -0.2279

---

# 2
Density functional theory data (ωB97M-V/def2-TZVPD) for C24H24ClN3O4PRe as an isolated structure.

Geometry (Å):
Re 1.72 -0.22 -0.22
N 1.79 1.95 -0.26
C 3.17 2.45 -0.53
C 4.16 1.47 0.08
O 5.26 1.82 0.44
N 3.64 0.20 0.19
C 4.25 -0.68 1.17
C 3.13 -1.23 2.04
O 3.27 -1.90 3.02
O 1.88 -0.89 1.57
H 1.51 2.22 0.69
H 1.11 2.41 -0.86
H 3.32 2.51 -1.60
H 3.33 3.44 -0.09
H 4.75 -1.53 0.71
H 4.97 -0.15 1.80
O 2.39 0.76 -2.99
N 1.23 0.35 -2.34
C 0.17 0.31 -3.04
C -1.19 -0.11 -2.68
C -2.05 -0.19 -3.78
C -3.36 -0.60 -3.64
C -3.83 -0.96 -2.39
C -2.99 -0.87 -1.28
C -1.67 -0.45 -1.40
P -0.67 -0.31 0.12
C -1.13 1.30 0.83
C -1.86 2.26 0.13
C -2.08 3.51 0.69
C -1.56 3.82 1.94
C -0.82 2.87 2.64
C -0.60 1.62 2.09
C -1.33 -1.53 1.26
C -2.39 -1.24 2.13
C -2.88 -2.22 2.97
C -2.32 -3.49 2.96
C -1.25 -3.78 2.12
C -0.76 -2.80 1.27
H 2.22 0.79 -3.95
H 0.27 0.59 -4.09
H -1.68 0.08 -4.76
H -4.00 -0.66 -4.50
H -4.85 -1.29 -2.26
H -3.37 -1.16 -0.31
H -2.28 2.03 -0.84
H -2.66 4.25 0.15
H -1.73 4.79 2.37
H -0.43 3.11 3.62
H -0.04 0.87 2.64
H -2.82 -0.24 2.14
H -3.70 -1.99 3.64
H -2.70 -4.25 3.63
H -0.80 -4.76 2.13
H 0.10 -3.02 0.65
Cl 2.53 -3.29 -0.46
C 1.92 -1.94 -1.45
H 1.01 -2.29 -1.94
H 2.69 -1.73 -2.20

- spin multiplicity = 2
- net charge = +1
- ⟨S²⟩ = 0.76
- ΔE to the lowest compared entry with this formula, charge and spin (kJ/mol) = 15.2
- E_LUMO (alpha / beta) (eV) = -4.1849 / -4.1464
- HOMO-LUMO gap (alpha / beta) (eV) = 6.8 / 7.4
- electronic energy (eV) = -61873.130
- HOMO (alpha / beta) (Eh) = -0.4038 / -0.4239

---

# 3
Density functional theory data (ωB97M-V/def2-TZVPD) for C19H21N5O2Pd as an isolated structure in a non-equilibrium geometry.

Geometry (Å):
N 0.64 2.02 -0.21
C 0.70 3.16 -0.19
C 0.77 4.60 -0.21
H -0.24 5.04 -0.28
H 1.36 4.95 -1.07
H 1.25 4.98 0.72
N 2.39 -1.45 -0.53
C 3.34 -2.06 -0.69
C 4.53 -2.84 -0.93
H 5.15 -2.36 -1.70
H 4.27 -3.85 -1.27
H 5.13 -2.92 0.00
N -1.49 -1.24 -0.20
C -2.50 -1.76 -0.20
C -3.79 -2.40 -0.21
H -3.82 -3.24 0.51
H -4.01 -2.80 -1.21
H -4.59 -1.69 0.06
Pd 0.57 -0.27 0.09
C 0.58 -1.95 1.35
O 0.60 -2.85 2.08
C 2.13 0.42 1.36
O 2.95 0.77 2.08
C 1.01 1.12 -3.31
C -0.36 1.19 -3.19
C -1.13 0.00 -3.19
C -0.51 -1.22 -3.31
C 0.90 -1.29 -3.43
C 1.65 -0.14 -3.43
H 1.61 2.00 -3.34
H -0.86 2.12 -3.12
H -2.19 0.08 -3.12
H -1.06 -2.13 -3.34
H 1.36 -2.25 -3.55
H 2.71 -0.16 -3.55
N -2.07 -1.50 2.47
C -1.59 -0.22 2.58
C -2.24 0.46 3.67
C -1.86 1.71 4.10
C -0.80 2.32 3.44
C -0.22 1.63 2.38
N -0.63 0.47 1.91
H -1.66 -2.29 1.96
H -2.85 -1.84 3.05
H -3.02 -0.03 4.23
H -2.33 2.20 4.94
H -0.44 3.28 3.78
H 0.65 2.25 2.01

- spin multiplicity = 5
- net charge = +4
- ⟨S²⟩ = 6.05
- ΔE to the lowest compared entry with this formula, charge and spin (kJ/mol) = 62.2
- E_LUMO (alpha / beta) (eV) = -12.2411 / -15.9123
- HOMO-LUMO gap (alpha / beta) (eV) = 9.8 / 6.1
- electronic energy (eV) = -35020.659
- HOMO (alpha / beta) (Eh) = -0.8108 / -0.8079

---

# 4
Density functional theory data (ωB97M-V/def2-TZVPD) for C3H7NO in the gas phase.

Geometry (Å):
C -1.21 1.39 0.67
N 0.44 -0.23 -0.15
C 1.61 -0.87 -0.64
C -0.69 -0.74 -0.02
O -1.69 0.06 0.39
H -0.47 1.74 -0.06
H -0.70 1.39 1.64
H -2.09 2.02 0.66
H 2.39 -0.74 0.12
H 1.49 -1.94 -0.88
H 1.92 -0.32 -1.53
H -1.01 -1.78 -0.20

- net charge = 0
- ΔE to the lowest compared entry with this formula, charge and spin (kJ/mol) = 167.1
- E_LUMO (eV) = 1.1229
- HOMO-LUMO gap (eV) = 10.7
- SMILES = C/N=C/OC
- electronic energy (eV) = -6761.019
- HOMO (Eh) = -0.3515

---

# 5
Density functional theory data (ωB97M-V/def2-TZVPD) for C4H2N2S in the gas phase in a non-equilibrium geometry.

Geometry (Å):
C 0.84 -0.41 0.02
C 1.33 0.83 0.04
C -0.57 -0.38 0.01
C -1.22 0.93 0.01
N -1.52 -1.24 0.01
N -2.65 -1.33 0.02
S 0.11 2.05 0.01
H 1.26 -1.40 -0.08
H 2.42 0.97 -0.03

- net charge = 0
- ΔE to the lowest compared entry with this formula, charge and spin (kJ/mol) = 366.0
- E_LUMO (eV) = -0.8960
- HOMO-LUMO gap (eV) = 8.1
- electronic energy (eV) = -17991.042
- HOMO (Eh) = -0.3308

---

# 6
Density functional theory data (ωB97M-V/def2-TZVPD) for C12H23CaClF6NO4P2 as an isolated structure in a non-equilibrium geometry.

Geometry (Å):
C 2.24 -3.51 1.53
C 2.61 -2.68 0.18
N 1.61 -1.59 0.11
P 1.77 -0.57 -1.35
Cl 1.25 -2.12 -2.77
P 1.52 0.80 -3.12
O 0.31 0.04 -4.11
O 2.96 0.56 -4.06
O 2.05 0.94 -0.50
C 0.85 1.42 0.17
C 0.71 2.98 0.43
C 1.38 3.44 1.82
C 0.55 2.95 3.09
F 1.38 3.10 4.28
C -0.44 0.54 -0.25
C -1.69 1.23 -0.97
C -2.97 1.06 -0.03
C -4.01 -0.06 -0.47
C -3.40 -1.50 -0.76
F -4.52 -2.33 -1.08
F -2.58 -1.55 -1.91
C -2.66 -2.21 0.46
F -3.34 -3.42 0.76
F -1.36 -2.63 0.13
F -2.64 -1.49 1.65
O 0.03 -0.38 -1.24
H 3.04 -3.41 2.35
H 1.22 -3.13 1.98
H 2.04 -4.61 1.25
H 3.68 -2.30 0.28
H 2.56 -3.43 -0.66
H 1.76 -1.05 0.98
H 3.15 -0.87 -1.60
H -0.29 0.72 -4.48
H 2.69 0.91 -4.94
H 1.05 1.03 1.24
H 1.28 3.57 -0.38
H -0.35 3.37 0.43
H 2.44 3.03 1.94
H 1.45 4.58 1.90
H 0.26 1.85 3.04
H -0.38 3.58 3.30
H -0.70 -0.04 0.71
H -1.48 2.36 -1.08
H -1.89 0.85 -2.02
H -2.62 0.96 1.05
H -3.54 2.06 -0.06
H -4.56 0.25 -1.42
H -4.82 -0.19 0.32
Ca 2.39 -3.09 3.86

- net charge = +1
- ΔE to the lowest compared entry with this formula, charge and spin (kJ/mol) = 350.5
- E_LUMO (eV) = -6.8361
- HOMO-LUMO gap (eV) = 2.1
- electronic energy (eV) = -88327.583
- HOMO (Eh) = -0.3273

---

# 7
Density functional theory data (ωB97M-V/def2-TZVPD) for C14H11CuF3NO5S as an isolated structure.

Geometry (Å):
Cu -0.06 -0.47 0.17
O -2.09 3.64 0.93
C -0.99 2.03 -0.38
O -2.03 0.60 -1.69
C 0.29 2.69 0.10
C 1.54 2.19 -0.65
C 2.72 3.14 -0.36
C 3.11 2.72 1.08
C 2.05 1.66 1.37
O 1.91 1.01 0.09
C 0.69 2.33 1.58
C -0.35 1.43 2.27
O -1.24 2.01 2.92
O -0.19 0.18 2.15
H 0.16 3.76 0.00
H 1.38 1.93 -1.69
H 3.53 2.96 -1.07
H 2.43 4.19 -0.44
H 4.11 2.28 1.10
H 3.08 3.54 1.79
H 2.29 0.91 2.12
H 0.78 3.25 2.16
F -6.17 -0.89 -1.09
C -4.93 -1.33 -0.76
F -4.68 -2.37 -1.57
F -5.05 -1.83 0.49
C -3.92 -0.24 -0.88
C -4.31 1.06 -0.52
C -3.59 2.18 -0.10
C -2.25 2.55 0.09
N -0.79 1.01 -1.17
C -2.57 -0.51 -1.13
S -1.64 -1.88 -0.77
H -5.38 1.19 -0.39
H -4.22 2.95 0.33
H -1.84 3.25 1.81

- spin multiplicity = 2
- net charge = -1
- ⟨S²⟩ = 0.79
- ΔE to the lowest compared entry with this formula, charge and spin (kJ/mol) = 361.7
- E_LUMO (alpha / beta) (eV) = 2.9519 / 1.9680
- HOMO-LUMO gap (alpha / beta) (eV) = 6.7 / 6.6
- electronic energy (eV) = -90052.008
- HOMO (alpha / beta) (Eh) = -0.1371 / -0.1716

---

# 8
Density functional theory data (ωB97M-V/def2-TZVPD) for a 2-piece molecular cluster, C8H17NO2SSi overall in a non-equilibrium geometry.

Geometry (Å):
C -3.91 -0.89 -0.97
C 2.98 -0.17 0.05
C 2.55 -0.85 -1.28
C 2.29 -0.87 1.20
C 1.05 -0.91 -1.43
C 0.79 -0.77 1.12
C 0.33 -1.44 -0.19
C -3.62 1.28 1.40
N -4.39 -1.76 -0.30
O -2.00 -1.83 0.81
O -1.48 0.38 -0.36
Si -2.62 1.54 -0.18
S -1.43 -1.34 -0.42
H 4.02 -0.34 0.03
H 2.81 0.85 0.22
H 2.86 -0.27 -2.24
H 2.99 -1.86 -1.33
H 2.51 -1.98 1.30
H 2.70 -0.57 2.12
H 0.80 0.11 -1.67
H 0.61 -1.60 -2.23
H 0.39 -1.50 1.87
H 0.34 0.26 1.10
H 0.47 -2.47 -0.14
H -4.41 0.56 1.19
H -3.01 0.77 2.15
H -3.92 2.21 1.93
H -4.32 -2.58 0.19
H -1.83 2.74 0.09
H -3.56 1.74 -1.28

- net charge = 0
- E_LUMO (eV) = 0.5830
- HOMO-LUMO gap (eV) = 9.9
- electronic energy (eV) = -32867.626
- HOMO (Eh) = -0.3422

---

# 9
Density functional theory data (ωB97M-V/def2-TZVPD) for C22H15N8O2PtS2 as an isolated structure in a non-equilibrium geometry.

Geometry (Å):
Pt -0.63 -0.52 -1.53
S -5.14 -2.23 4.11
N -5.38 -2.35 2.52
C -4.33 -1.80 1.94
C -4.11 -1.71 0.51
C -4.97 -2.23 -0.46
C -4.63 -2.10 -1.79
C -3.43 -1.49 -2.13
N -2.60 -1.02 -1.21
C -2.93 -1.11 0.09
C -1.98 -0.54 1.03
N -0.92 0.10 0.50
C -0.01 0.65 1.29
C -0.13 0.60 2.68
C -1.21 -0.04 3.24
C -2.17 -0.62 2.41
C -3.37 -1.30 2.87
N -3.71 -1.48 4.13
H -5.88 -2.72 -0.15
H -5.27 -2.48 -2.57
H -3.13 -1.36 -3.16
H 0.81 1.17 0.81
H 0.63 1.07 3.29
H -1.34 -0.10 4.31
N 3.10 4.68 1.62
C 2.75 3.90 0.54
C 1.53 4.11 -0.12
C 1.15 3.29 -1.17
C 1.99 2.26 -1.57
C 3.22 2.05 -0.93
C 3.58 2.86 0.12
S 1.47 1.14 -2.80
O 2.42 1.01 -3.85
O 0.08 1.44 -3.11
N 1.27 -0.26 -1.98
C 2.09 -1.32 -1.65
N 3.41 -1.24 -1.72
C 4.07 -2.36 -1.42
C 3.45 -3.53 -1.05
C 2.06 -3.49 -0.96
N 1.37 -2.39 -1.27
H 2.62 5.55 1.76
H 4.05 4.66 1.94
H 0.89 4.92 0.19
H 0.21 3.45 -1.68
H 3.86 1.24 -1.27
H 4.53 2.70 0.61
H 5.15 -2.29 -1.47
H 4.00 -4.43 -0.83
H 1.49 -4.35 -0.65

- net charge = +1
- ΔE to the lowest compared entry with this formula, charge and spin (kJ/mol) = 0.0
- E_LUMO (alpha / beta) (eV) = -4.2142 / -4.2137
- HOMO-LUMO gap (alpha / beta) (eV) = 6.4 / 6.4
- electronic energy (eV) = -63985.002
- HOMO (alpha / beta) (Eh) = -0.3906 / -0.3906

---

# 10
Density functional theory data (ωB97M-V/def2-TZVPD) for a 2-piece molecular cluster, C2H8N2O3S overall in a non-equilibrium geometry.

Geometry (Å):
C -1.34 -0.96 -1.00
C -0.51 -0.69 0.23
N 1.70 0.72 -0.92
N 0.31 -1.45 0.88
O -1.89 1.08 1.88
O 0.50 0.92 2.02
O -0.46 2.07 0.22
S -0.72 0.95 1.06
H -2.27 -0.54 -0.95
H -1.59 -1.99 -1.15
H -0.80 -0.68 -1.96
H 2.04 0.88 -1.86
H 2.49 0.40 -0.42
H 0.26 -2.39 0.36
H 1.37 1.68 -0.80
H 0.90 -0.02 2.41

- net charge = 0
- ΔE to the lowest compared entry with this formula, charge and spin (kJ/mol) = 161.1
- E_LUMO (eV) = 0.4413
- HOMO-LUMO gap (eV) = 10.7
- SMILES = [H]/N=C(\C)S(=O)(=O)O.N
- electronic energy (eV) = -22159.797
- HOMO (Eh) = -0.3766

---

# 11
Density functional theory data (ωB97M-V/def2-TZVPD) for C24H29N3O4 in the gas phase.

Geometry (Å):
C -1.92 -5.28 -0.29
H -1.66 -5.65 0.70
H -1.29 -5.75 -1.03
C -1.78 -3.76 -0.36
H -2.17 -3.42 -1.32
H -2.38 -3.30 0.43
C -0.33 -3.29 -0.22
C 0.27 -3.64 1.14
H 0.36 -4.72 1.25
H 1.26 -3.20 1.24
H -0.36 -3.26 1.94
H 0.27 -3.76 -1.02
C -0.26 -1.76 -0.44
N 1.12 -1.30 -0.40
C 1.50 -0.27 0.38
O 0.69 0.28 1.14
C 2.92 0.15 0.26
C 3.88 -0.75 -0.21
C 5.20 -0.37 -0.36
C 5.57 0.93 -0.06
C 4.65 1.83 0.43
C 3.32 1.45 0.62
N 2.38 2.31 1.16
C 2.48 3.65 1.42
O 3.47 4.32 1.24
C 1.23 4.24 1.99
C 1.37 5.40 2.75
C 0.27 6.02 3.30
C -1.00 5.49 3.10
C -1.15 4.35 2.33
C -0.05 3.72 1.78
H -0.20 2.84 1.18
H -2.14 3.94 2.16
H -1.86 5.97 3.52
H 0.39 6.92 3.89
H 2.36 5.80 2.89
H 1.50 1.84 1.38
H 4.94 2.84 0.69
H 6.60 1.24 -0.19
H 5.92 -1.08 -0.72
H 3.60 -1.77 -0.43
H 1.70 -1.62 -1.16
C -0.77 -1.42 -1.84
O -0.13 -1.80 -2.81
N -1.89 -0.67 -1.98
C -2.78 -0.15 -0.97
H -2.44 -0.40 0.03
C -4.19 -0.71 -1.20
O -4.65 -0.41 -2.49
C -3.79 -0.93 -3.48
H -4.21 -0.64 -4.44
C -2.37 -0.37 -3.32
H -1.69 -0.82 -4.04
H -2.39 0.71 -3.46
H -3.76 -2.03 -3.41
H -4.90 -0.26 -0.50
H -4.17 -1.80 -1.05
H -2.81 0.94 -1.07
H -0.78 -1.24 0.36
H -2.95 -5.56 -0.49

- net charge = 0
- ΔE to the lowest compared entry with this formula, charge and spin (kJ/mol) = 38.4
- E_LUMO (eV) = 0.4169
- HOMO-LUMO gap (eV) = 8.9
- SMILES = CC[C@H](C)[C@@H](NC(=O)c1ccccc1NC(=O)c1ccccc1)C(=O)N1CCOCC1
- electronic energy (eV) = -38020.965
- HOMO (Eh) = -0.3131